1.
Computed, not measured: C3H3F2N as an isolated structure, with wB97M-V/def2-TZVPD.

XYZ file:
```
9
Properties=species:S:1:pos:R:3:forces:R:3:nbo_charge:R:1
F 0.153754 -0.264766 -2.119987 0.1 -0.3 4.4 -0.456
F 0.568155 -1.820270 -0.394659 -0.6 1.7 0.3 -0.291
N -0.684247 0.824725 0.896559 -1.6 -1.2 -0.4 -0.283
C -1.169731 -0.072626 0.091323 -1.8 -0.4 1.0 0.009
C 0.686762 0.559518 0.517951 0.9 0.0 -0.8 -0.323
C 0.136378 -0.537006 -0.436563 0.8 -0.5 -3.9 0.670
H 1.397583 0.322244 1.280135 -0.1 -1.2 1.0 0.222
H 1.170615 1.438079 0.177475 0.2 0.9 -1.5 0.226
H -2.259268 -0.449898 -0.012236 2.0 0.9 0.0 0.226
```
Forces are in eV/Å.

The total energy is -370.49254 Ha. The value obtained for the relative energy (zero: lowest compared OMol25 entry of this formula, charge and spin) is 2.6533 eV. The HOMO energy is -11.49 eV. The HOMO-LUMO gap comes out at 11.369 eV.


2.
Computed, not measured: a 2-piece molecular cluster, C3H3F2NO overall, with wB97M-V/def2-TZVPD.

XYZ file:
```
10
Properties=species:S:1:pos:R:3:forces:R:3:nbo_charge:R:1
F -1.945279 0.342449 -0.869400 0.1 0.4 0.0 -0.325
F 0.011948 -0.582332 2.337127 -0.6 1.2 -1.5 -0.479
O 0.659127 1.221615 0.594676 -0.2 0.8 0.6 -0.196
N -0.549398 0.868832 0.872858 0.3 -0.3 2.2 0.220
C -0.953026 -0.156825 -0.056627 0.1 -1.6 -0.7 0.221
C 1.214116 0.407969 -0.368444 -0.5 -1.6 -1.1 0.100
C 0.312100 -0.461757 -0.820339 0.2 0.8 0.6 -0.265
H 0.397526 -1.218509 -1.569693 0.2 -0.2 -0.2 0.249
H 2.246073 0.588262 -0.594879 0.1 0.1 0.0 0.232
H -1.393186 -1.009704 0.474722 0.4 0.3 0.1 0.242
```
Forces are in eV/Å.

The total energy is -445.63993 Ha. The value obtained for the relative energy (zero: lowest compared OMol25 entry of this formula, charge and spin) is 5.1039 eV. The HOMO energy (alpha / beta) is -11.20 / -10.26 eV. The HOMO-LUMO gap (alpha / beta) comes out at 9.161 / 7.944 eV.


3.
Computed, not measured: one molecule with the formula C3H3F2P3, with wB97M-V/def2-TZVPD.

XYZ file:
```
11
Properties=species:S:1:pos:R:3:forces:R:3:nbo_charge:R:1
P 0.406006 0.586863 1.840983 -1.7 -0.2 -2.2 0.805
P -1.588024 0.517272 -0.518538 1.3 0.2 0.0 1.196
P 1.854894 1.055095 -1.035619 -1.2 -0.4 0.8 1.114
F -2.222227 -0.955343 -0.608143 -0.2 -0.4 0.0 -0.578
F 1.741077 2.542472 -0.342988 -0.4 -1.0 -0.3 -0.579
C -1.204940 0.649004 1.236857 1.1 1.6 2.7 -1.066
C 0.187445 -0.008785 -0.913910 0.0 3.1 1.8 -0.775
C 1.144422 -0.098068 0.225623 -0.5 0.5 1.0 -0.875
H 0.224644 -0.578440 -1.773369 0.2 -1.7 -1.6 0.246
H -1.846238 1.183416 2.045023 0.5 -1.2 -1.7 0.262
H 1.555611 -1.012448 0.605434 0.9 -0.6 -0.6 0.251
```
Forces are in eV/Å.

The total energy is -1339.88385 Ha. The value obtained for the relative energy (zero: lowest compared OMol25 entry of this formula, charge and spin) is 0.2836 eV. Its structure (SMILES) is FP1C=P[C@H]2[C@@H]1P2F. The HOMO energy is -9.20 eV. The HOMO-LUMO gap comes out at 8.388 eV.


4.
Computed, not measured: a 2-piece molecular cluster, C3H3F3 overall, with wB97M-V/def2-TZVPD.

XYZ file:
```
9
Properties=species:S:1:pos:R:3:forces:R:3:nbo_charge:R:1
F 0.914503 -2.215273 0.029032 -0.1 0.8 0.2 -0.352
F 2.168533 -0.927411 -1.191285 -1.7 0.0 0.0 -0.346
F 0.252355 -1.794566 -1.929517 0.1 1.0 -0.3 -0.326
C -1.140146 1.481425 0.520744 -0.6 1.1 -1.0 -0.528
C -0.239681 0.602769 0.788321 1.8 -2.4 0.1 -0.097
C 0.863326 -1.233385 -0.897412 1.2 -0.8 1.1 0.963
H -1.583081 1.962448 -0.382052 0.8 -1.2 0.3 0.245
H -1.513452 1.989993 1.367888 -0.5 0.6 1.3 0.220
H 0.277643 0.134001 1.694282 -1.0 0.9 -1.6 0.222
```
Forces are in eV/Å.

The total energy is -415.52579 Ha. The value obtained for the relative energy (zero: lowest compared OMol25 entry of this formula, charge and spin) is 4.5255 eV. The HOMO energy (alpha / beta) is -10.17 / -9.26 eV. The HOMO-LUMO gap (alpha / beta) comes out at 9.898 / 8.445 eV.


5.
Computed, not measured: one molecule with the formula C3H3F3O, with wB97M-V/def2-TZVPD.

XYZ file:
```
10
Properties=species:S:1:pos:R:3:forces:R:3:nbo_charge:R:1
F 0.379904 -1.914220 1.591776 0.5 0.0 0.6 -0.297
F 1.387846 0.078557 1.638283 -0.1 -0.8 0.0 -0.309
F -1.287401 -1.160899 -0.539628 0.4 -0.3 -0.2 -0.314
O 1.058006 -0.999547 -0.376138 0.1 0.0 -0.4 -0.472
C -0.230894 -0.379808 -0.240704 0.9 -0.3 2.9 0.517
C -0.391426 1.031840 -0.665551 -1.9 1.3 0.4 -0.707
C 0.679942 -0.812418 0.928372 -2.3 1.1 -2.4 0.834
H -0.225914 1.043872 -1.748586 1.1 0.7 0.3 0.246
H 0.116541 1.706348 0.104152 -0.1 -0.7 -1.9 0.256
H -1.486604 1.406275 -0.691977 1.4 -1.1 0.7 0.246
```
Forces are in eV/Å.

The total energy is -490.90477 Ha. The value obtained for the relative energy (zero: lowest compared OMol25 entry of this formula, charge and spin) is 1.2499 eV. Its structure (SMILES) is C[C@@]1(F)OC1(F)F. The HOMO energy is -10.94 eV. The HOMO-LUMO gap comes out at 11.786 eV.


6.
Computed, not measured: a 2-piece molecular cluster, C3H3F3O2 overall, with wB97M-V/def2-TZVPD.

XYZ file:
```
11
Properties=species:S:1:pos:R:3:forces:R:3:nbo_charge:R:1
F 3.186676 -0.781623 0.955074 0.5 -1.0 0.1 -0.313
F 2.603086 -0.290771 -1.103738 0.4 -0.1 -0.3 -0.313
F 2.905143 1.253138 0.426578 0.0 0.4 -0.5 -0.321
O -1.252208 0.496903 -1.081846 1.5 1.1 -1.6 -0.449
O -0.164954 -0.062097 0.921233 1.3 0.9 1.7 -0.422
C 2.539562 0.017016 0.164269 -1.2 0.8 0.7 0.986
C -2.242484 0.378593 -0.239781 -2.5 0.3 2.3 -0.013
C -1.000102 -0.390731 0.100174 0.6 -2.1 -1.7 0.329
H -1.135813 -1.390468 -0.248632 0.2 -1.0 0.0 0.146
H -3.052816 -0.288601 -0.490020 -0.5 0.1 -0.1 0.179
H -2.386089 1.058638 0.596690 -0.4 0.8 -0.6 0.189
```
Forces are in eV/Å.

The total energy is -565.99748 Ha. The value obtained for the relative energy (zero: lowest compared OMol25 entry of this formula, charge and spin) is 4.3050 eV. The HOMO energy (alpha / beta) is -10.18 / -9.23 eV. The HOMO-LUMO gap (alpha / beta) comes out at 10.348 / 7.240 eV.


7.
Computed, not measured: a 2-piece molecular cluster, C3H3F4N3 overall, with wB97M-V/def2-TZVPD.

XYZ file:
```
13
Properties=species:S:1:pos:R:3:forces:R:3:nbo_charge:R:1
F -1.426356 -1.272631 1.840485 0.1 -0.1 0.1 -0.322
F -2.415877 0.545167 1.285714 -0.1 0.2 0.1 -0.326
F 1.359105 -1.812726 -0.883544 -0.5 0.1 -0.3 -0.258
F -1.475992 -0.678915 -0.227115 0.2 0.0 -0.2 -0.321
N 1.797321 -0.672464 -1.555010 1.1 0.3 0.4 -0.016
N 0.364635 2.074916 2.923611 0.0 0.3 0.3 0.036
N 0.142032 1.356891 2.091723 0.2 1.0 1.3 0.093
C 0.999140 -0.245115 -2.419811 -0.8 -0.3 -0.2 -0.132
C -1.334576 -0.210378 1.019240 -0.1 0.1 0.3 0.966
C -0.063068 0.549168 1.143038 -0.4 -1.5 -1.9 -0.391
H 0.701347 0.415230 0.396056 0.1 0.0 0.1 0.256
H 1.320878 0.630318 -2.963438 0.2 0.1 0.1 0.211
H 0.031412 -0.679462 -2.650950 0.0 -0.2 0.1 0.202
```
Forces are in eV/Å.

The total energy is -679.71453 Ha. The value obtained for the relative energy (zero: lowest compared OMol25 entry of this formula, charge and spin) is 0.0000 eV. The HOMO energy is -9.50 eV. The HOMO-LUMO gap comes out at 9.888 eV.


8.
Computed, not measured: C3H3FHgO as an isolated structure, with wB97M-V/def2-TZVPD.

XYZ file:
```
9
Properties=species:S:1:pos:R:3:forces:R:3:nbo_charge:R:1
Hg 2.307772 0.417755 -0.618893 0.8 0.7 1.9 1.055
F -1.110959 1.573259 0.637259 0.2 -0.5 0.2 -0.314
O -0.229117 -1.453490 -0.434896 0.5 -0.3 0.2 -0.525
C -0.712434 0.326389 0.331055 0.4 0.8 -0.4 0.269
C 0.414142 -0.180165 -0.199172 -2.4 -0.8 -0.7 -0.332
C -1.458595 -0.952647 0.145586 -0.2 -0.1 0.1 -0.135
H -1.744896 -1.509813 1.049472 0.1 0.2 -0.3 0.199
H -2.283597 -0.959242 -0.581615 0.3 0.1 0.2 0.201
H 3.589910 1.073199 0.258993 0.4 -0.1 -1.1 -0.416
```
Forces are in eV/Å.

The total energy is -444.48475 Ha. The value obtained for the relative energy (zero: lowest compared OMol25 entry of this formula, charge and spin) is 0.9601 eV. The HOMO energy is -8.65 eV. The HOMO-LUMO gap comes out at 8.241 eV.


9.
Computed, not measured: one molecule with the formula C3H3FN2O, with wB97M-V/def2-TZVPD.

XYZ file:
```
10
Properties=species:S:1:pos:R:3:forces:R:3:nbo_charge:R:1
F -2.566377 -1.138828 -0.124139 0.3 -0.1 0.3 -0.348
O -1.637269 0.711762 -0.189710 -0.5 -0.2 0.4 -0.469
N 0.573877 0.966580 0.124100 -0.8 3.7 -1.0 -0.412
N 1.705665 -1.068249 0.016380 0.3 -0.7 1.3 -0.798
C -0.539108 1.539115 -0.081293 0.4 1.9 -0.2 0.183
C 0.949299 -0.118983 0.518194 1.2 -2.5 2.0 0.350
C -1.374305 -0.542745 0.007114 -1.1 -0.4 -0.7 0.478
H -0.740311 2.647409 -0.064813 0.3 -1.7 -0.3 0.204
H 2.089540 -1.720529 0.756837 -0.8 0.7 -2.2 0.417
H 1.538989 -1.275532 -0.962667 0.8 -0.6 0.2 0.395
```
Forces are in eV/Å.

The total energy is -400.56651 Ha. The value obtained for the relative energy (zero: lowest compared OMol25 entry of this formula, charge and spin) is 4.9182 eV. The HOMO energy is -7.67 eV. The HOMO-LUMO gap comes out at 8.206 eV.


10.
Computed, not measured: a 2-piece molecular cluster, C3H3FN2S overall, with wB97M-V/def2-TZVPD.

XYZ file:
```
10
Properties=species:S:1:pos:R:3:forces:R:3:nbo_charge:R:1
S 0.257772 1.326943 0.870166 -0.2 -1.0 -1.4 0.372
F 3.833648 -0.690237 -0.357127 0.0 -0.5 0.0 -0.241
N 0.495095 -0.755546 -0.724347 0.3 0.8 0.3 -0.466
N 3.208325 0.336806 0.292343 -3.4 0.9 -1.2 -0.177
C -0.874689 -0.502997 -0.528095 1.7 -0.7 -0.2 -0.067
C -1.171100 0.525509 0.239841 -1.6 1.7 1.8 -0.415
C 1.117791 0.147775 -0.106643 3.7 0.4 1.8 0.211
H -2.189430 0.806383 0.585389 1.0 -0.1 -0.4 0.249
H 3.271628 0.084742 1.281379 -0.4 -0.6 0.0 0.316
H -1.519823 -1.241257 -0.873094 -1.2 -0.8 -0.8 0.218
```
Forces are in eV/Å.

The total energy is -723.49098 Ha. The value obtained for the relative energy (zero: lowest compared OMol25 entry of this formula, charge and spin) is 5.2444 eV. The HOMO energy (alpha / beta) is -9.59 / -9.59 eV. The HOMO-LUMO gap (alpha / beta) comes out at 9.363 / 9.359 eV.